Formula: C3H2MnO3
Source: OMol25
Level of theory: ωB97M-V/def2-TZVPD

Last column: Mulliken spin population.
CARTESIAN COORDINATES (ANGSTROEM)
H -1.96 0.06 0.52  0.010
C -0.21 -0.54 0.30  0.054
O -1.32 -0.74 0.92  -0.106
O 0.86 -1.04 0.42  0.003
C -0.11 2.95 1.23  0.061
C -0.19 1.95 0.57  -0.042
O -0.40 0.90 -0.19  -0.013
H -0.01 3.83 1.84  0.000
Mn -2.40 0.14 2.77  5.033

The electronic energy comes out at -40598.3707 eV. As for the multiplicity: 6. The calculation puts the HOMO energy (alpha / beta) at -6.70 / -5.74 eV. Its expectation value of S² is 8.8301. The calculation puts the HOMO-LUMO gap (alpha / beta) at 6.7 / 4.9 eV. The charge is 0.

=====

Formula: C3H2N2O2
Source: OMol25
Level of theory: ωB97M-V/def2-TZVPD

Last column: Mulliken charge in e.
CARTESIAN COORDINATES (ANGSTROEM)
C 0.61 -0.87 0.60  0.543
C -0.03 -0.54 -0.70  -0.463
C -0.51 0.74 -0.89  0.090
H 0.20 -1.23 -1.56  0.301
H -0.88 1.00 -1.87  0.385
N -0.29 1.04 1.63  0.076
N -0.03 -0.15 1.75  -0.011
O 1.53 -1.69 0.96  -0.523
O -0.59 1.70 0.09  -0.399

The electronic energy comes out at -10214.4564 eV. The calculation puts the HOMO energy at -10.24 eV. Its SMILES is O=c1cconn1. The calculation puts the HOMO-LUMO gap at 9.1 eV. The charge is 0.

=====

Formula: C3H2N2O2
Source: OMol25
Level of theory: ωB97M-V/def2-TZVPD

Last column: Mulliken charge in e.
CARTESIAN COORDINATES (ANGSTROEM)
O -2.39 -0.80 -0.13  -0.385
C -1.71 0.18 -0.05  0.035
C -0.27 0.39 0.01  0.532
N 0.64 1.24 0.10  -0.384
C 1.62 0.23 0.07  -0.133
N 1.21 -1.01 -0.02  0.108
O 0.35 -1.94 -0.10  -0.506
H -2.12 1.22 0.01  0.283
H 2.67 0.49 0.12  0.450

The electronic energy comes out at -10209.4593 eV. The calculation puts the HOMO energy (alpha / beta) at -8.08 / -8.06 eV. Its SMILES is O=CC1=NC1N=O. The calculation puts the HOMO-LUMO gap (alpha / beta) at 6.3 / 6.3 eV. The charge is 0.

=====

What did the first record say?
Formula: C3H2MnO3
Source: OMol25
Level of theory: ωB97M-V/def2-TZVPD

Last column: Mulliken spin population.
CARTESIAN COORDINATES (ANGSTROEM)
H -1.96 0.06 0.52  0.010
C -0.21 -0.54 0.30  0.054
O -1.32 -0.74 0.92  -0.106
O 0.86 -1.04 0.42  0.003
C -0.11 2.95 1.23  0.061
C -0.19 1.95 0.57  -0.042
O -0.40 0.90 -0.19  -0.013
H -0.01 3.83 1.84  0.000
Mn -2.40 0.14 2.77  5.033

The electronic energy comes out at -40598.3707 eV. As for the multiplicity: 6. The calculation puts the HOMO energy (alpha / beta) at -6.70 / -5.74 eV. Its expectation value of S² is 8.8301. The calculation puts the HOMO-LUMO gap (alpha / beta) at 6.7 / 4.9 eV. The charge is 0.